Formula: C44H88O25
Source: the OMol25 dataset
Level of theory: ωB97M-V/def2-TZVPD

Properties
* LUMO energy: 0.45 eV
* SMILES: CCOC(=O)OC.CCOC(=O)OC.CCOC(=O)OC.CCOC(C)=O.CCOC(C)=O.CCOC(C)=O.CCOC(C)=O.CCOC(C)=O.CCOC(C)=O.CCOC(C)=O.CCOC(C)=O
* frontier orbital gap: 10.57 eV
* energy above the lowest of the compared OMol25 structures with the same formula, charge and spin: 0.0000 eV

The geometry in ORCA input format:
```
! wB97M-V def2-TZVPD RIJCOSX def2/J DEFGRID3
* xyz 0 1
H 6.1808 -1.8463 4.2220
C 0.3189 -3.4768 -3.4417
O 3.7718 1.6928 0.4187
C -3.5783 -3.2531 -1.4592
H -3.8826 3.3974 0.5822
H 4.1752 -0.7312 1.6328
H 1.0448 1.4706 -2.4821
C 1.3836 -2.0857 2.8467
O -0.9319 5.4025 -0.7107
H 0.6516 -9.0854 -2.9723
H -5.2546 2.3900 1.2181
O -0.3809 -4.7493 -5.3143
H -3.9077 2.5547 -7.4445
O 3.0353 -1.0434 4.2631
H -3.3368 -2.1891 6.6116
H 1.4139 1.0537 2.0587
H -0.1852 8.1308 -1.3004
H -0.0388 0.3566 2.6443
H -0.6834 -7.3556 -4.1588
H -2.2994 6.3854 -1.9154
C -1.5842 5.7817 0.4203
C 4.3689 -0.6273 0.5652
H -4.1601 -1.9043 -3.2085
C 0.9592 -8.0581 -2.7767
H -3.3772 -1.5660 5.0276
C 2.9477 -0.2980 -5.9029
O 0.3876 -5.8617 -3.3866
C -2.7233 -1.6413 5.8964
C 3.0406 -4.8111 0.4941
H 0.6683 7.1058 -2.4489
H 2.0450 -7.9709 -2.8176
H 5.6962 1.1134 0.8351
H 1.4475 -2.1511 5.0714
C -4.4974 -2.7689 -2.6368
H -2.5848 -3.4231 -1.8741
H 0.3066 -2.1886 2.7140
H -1.8773 -0.3002 -3.1576
H 1.7168 2.9202 0.4894
O -2.3680 -0.3549 6.3457
C 0.3622 -7.1759 -3.9088
H -4.7742 -3.5064 -3.3902
H -6.1601 0.5546 7.0856
H -1.4937 2.5022 -3.0498
H -2.5722 3.1466 7.4322
H 5.0746 -1.3695 0.1922
H 0.0598 5.3939 1.7272
O -0.9799 1.4159 -0.0405
C 5.3502 -1.1475 4.3222
C -4.2665 3.3189 -6.7550
H 2.1358 4.9932 -3.7992
H -4.9845 3.9143 -7.3188
O 3.6574 1.6831 -6.9653
H -0.7446 1.4217 -4.1883
H -1.0339 5.4373 -2.7333
H 2.3262 3.4864 -2.8442
C -4.4310 3.0609 1.4621
H 1.8544 -3.0614 2.7265
H 1.0392 -0.6591 4.3173
H -0.5385 8.0292 -2.9010
H -3.3471 0.4391 -3.7140
H -0.0846 -3.4918 -2.4292
H -6.1413 -0.5376 5.6205
O 4.2307 -4.1913 0.6898
O 4.0658 -3.0834 4.3254
H -3.3057 -1.5397 2.2238
C 1.6949 -1.5238 4.2150
H 0.9967 -7.2604 -4.7910
C -2.8196 -1.0416 1.3849
H -1.0235 -2.8577 6.3701
H -0.0385 2.1316 2.2998
H 5.3188 0.8808 -0.7544
H 2.6069 4.4581 0.8857
H -3.7069 1.9201 7.3493
H 1.3542 -1.4568 -1.2841
H -1.9866 -3.5562 5.1639
O -2.4397 2.3072 -4.8370
H 5.4029 -0.3773 3.5528
H 1.6049 -3.1900 0.1967
H 7.2779 -4.6718 2.3012
C -1.5897 -2.5907 5.4777
H -1.5863 5.2661 2.4727
H 1.4856 -0.0024 -3.2910
C 4.0356 -1.8798 4.3675
C -4.9882 1.2980 4.1011
O -2.0659 1.8600 5.9872
H 0.6115 -7.6826 -1.8144
O 2.4963 1.8191 -4.9300
C 3.8096 2.9070 -0.0745
H -2.7277 0.8027 -2.0232
H -4.9448 3.9847 1.7282
H 2.4845 0.6905 -1.9611
O -1.3844 4.3097 -4.6908
C 2.4919 3.6261 0.1910
H 5.3875 -0.6361 5.2841
C -1.2358 6.1473 -1.9313
C 4.8468 0.8059 0.2252
H 3.4214 -0.8748 0.0865
C -0.9693 5.0587 1.5984
O -4.1128 2.2510 3.8528
H 4.8640 -4.7860 2.5636
H -3.1273 1.5189 2.3188
C 3.1368 1.2075 -5.9849
C 2.5133 3.2662 -4.9642
C 6.6392 -4.3389 1.4830
O 0.8901 0.0870 -0.0066
C 5.1985 -4.8482 1.5280
C 0.3301 1.1517 1.9963
H 6.5980 -3.2520 1.4119
C -2.4461 -2.0579 0.3344
C 1.4746 0.4830 -2.3151
H -1.9974 -0.4813 1.8299
C -6.2416 0.4787 6.0014
H -0.9956 4.0010 1.3361
H -3.9888 -4.0957 -0.9028
H 1.2766 -4.5887 -0.7648
C -0.3183 7.3654 -2.0650
O 2.7134 -5.8700 0.9870
H 3.0871 -0.8392 -6.8387
C -2.2850 3.5831 -5.2158
O -5.3665 1.4066 5.4090
H -7.2730 0.7862 5.8288
H 0.8130 3.8220 -3.6126
H 1.9819 -0.5632 -5.4727
H -2.7172 3.1836 2.7603
O -1.4299 -2.7170 0.4282
H -0.9007 -2.0321 4.8443
O -1.5777 0.4479 4.3004
C 0.8519 -0.4900 -1.3177
H 1.3551 -3.2444 -3.6874
H -2.0200 1.6474 8.0660
C -0.0040 0.9414 0.5268
H 2.6987 -3.5039 -1.1385
H 5.1861 -5.9000 1.2420
O 4.7725 3.3994 -0.6546
H 3.7619 -0.6213 -5.2543
H 1.7827 -1.4462 2.0594
H -5.4216 -2.4570 -2.1504
C 1.8901 3.9330 -3.7378
H 7.1487 -4.6801 0.5818
H 2.2255 3.9614 -0.8114
C -1.9162 0.6460 5.4468
H -0.1953 -0.4299 -1.6137
O -3.1852 4.0267 -6.2016
C 0.0638 -4.7845 -4.1686
C -1.7094 1.7216 -3.7793
C 2.0925 -3.9834 -0.3698
O -2.5068 6.5705 0.6266
C -2.6304 2.0706 7.2682
H 3.5320 3.6238 -5.1144
H -3.5326 -0.3597 0.9215
C -3.5409 2.4929 2.5800
O -3.4376 -2.2139 -0.6119
C -2.4852 0.6000 -3.0664
H -4.8245 2.8219 -5.9614
O -5.4509 0.5186 3.2594
H -0.2797 -2.7963 -4.0473
H 2.0111 3.6462 -5.8539
*
```